Entry 1:
16
Properties=species:S:1:pos:R:3:forces:R:3:nbo_charge:R:1 method="wB97M-V/def2-TZVPD" relative_energy_ev=6.8602 multiplicity=1 homo_lumo_gap_ha="0.2846 / 0.2842"
C 0.01498 -1.29462 1.61747 1.1089 -0.2590 0.7165 -0.39
C -1.28766 -0.66083 1.31431 1.0879 -2.8973 2.8592 0.01
C 1.23150 -0.96382 1.22320 -1.1843 0.0811 0.4630 0.17
C -1.40546 1.29818 -1.65952 0.1540 -4.3888 1.2151 -0.44
C 2.11485 -0.27304 0.30274 3.0565 -1.4029 -0.7717 -0.20
N -1.49482 0.11364 0.38965 -2.6371 2.7570 -2.5625 -0.13
N -0.87867 0.92900 -0.33955 1.0093 0.9877 0.7360 -0.23
O 1.76829 -0.38917 -1.06329 -0.2912 0.2114 -0.3774 -0.71
H -0.13182 -2.02159 2.44221 0.4539 0.2402 -0.5550 0.22
H -2.03102 -0.99536 2.08642 0.1054 0.8254 -1.2748 0.20
H -1.03316 2.19300 -1.97663 1.6114 2.1079 -0.8088 0.20
H -1.07820 0.38612 -2.21461 -0.4046 1.0911 -0.7724 0.21
H -2.45724 1.38350 -1.70688 -1.3921 -0.2484 0.2348 0.20
H 2.30442 0.78758 0.53807 -0.0824 -0.4867 0.4381 0.21
H 3.18615 -0.84185 0.28016 -2.2103 1.3580 0.6125 0.21
H 1.17787 0.34928 -1.23375 -0.3852 0.0234 -0.1527 0.47

=====

Entry 2:
16
Properties=species:S:1:pos:R:3:forces:R:3:nbo_charge:R:1 method="wB97M-V/def2-TZVPD" relative_energy_ev=3.7524 multiplicity=1 homo_lumo_gap_ha=0.3678
C 0.40306 -1.47965 0.13990 2.0842 0.7744 -1.1650 0.52
C -0.60500 1.02585 -0.13858 0.8422 1.1433 0.2515 -0.13
C 0.81904 0.67095 -0.38970 1.2779 -1.2741 1.1344 0.17
C 0.61962 -2.75369 0.82650 -0.5427 1.8684 2.3920 -0.66
C -0.98109 2.44230 -0.42468 -1.2582 -0.2693 0.0531 -0.63
N -0.40327 -1.20520 -0.80980 -0.4914 -1.5173 0.5652 -0.34
N -0.22718 0.11329 -1.27081 0.2562 0.9464 1.1682 -0.25
O 1.36565 -0.56843 0.47946 -1.9797 3.1744 -2.2840 -0.50
H -1.13723 0.69978 0.77176 0.5227 -0.7919 -0.8009 0.23
H 1.62141 1.38663 -0.78636 -1.1786 -1.4396 0.8556 0.22
H -0.16413 -3.34350 0.50122 -1.8530 -1.5618 0.1732 0.24
H 0.62730 -2.43578 1.94144 -0.1683 -1.2442 -1.6415 0.23
H 1.50048 -3.27559 0.57573 1.3609 -0.0642 -0.3027 0.24
H -1.21084 2.99912 0.43594 0.2250 0.3359 1.9596 0.22
H -1.89182 2.65769 -0.92153 -1.2707 -0.8682 -1.0669 0.22
H -0.33598 3.06624 -0.93049 2.1736 0.7880 -1.2919 0.21

=====

Entry 3:
16
Properties=species:S:1:pos:R:3:forces:R:3:nbo_charge:R:1 method="wB97M-V/def2-TZVPD" relative_energy_ev=7.7261 multiplicity=1 homo_lumo_gap_ha=0.3267
C -2.33735 -0.41664 0.22487 -2.8698 -0.6162 -0.7196 -0.63
C -0.89647 -0.38043 -0.16299 0.7074 -2.7641 2.6080 0.03
C -0.21273 0.62335 -0.55096 1.9649 4.5650 -2.6791 -0.20
C 1.31476 0.43959 -0.35948 -2.4538 -1.7923 -2.5274 -0.21
C 1.54625 -0.95606 0.00567 -2.6343 -2.2465 1.3457 0.70
H -2.78012 0.56659 -0.79549 0.5630 -3.5587 3.2977 0.24
H -2.60354 -1.76413 0.11509 -0.0860 4.5574 0.1042 0.23
H -2.97639 0.04426 1.52631 2.5668 -1.4420 -3.9561 0.25
H -0.57151 1.70166 -0.75497 0.4260 -2.0168 0.3724 0.21
H 2.00407 0.22257 -1.21324 -0.5166 2.1454 -0.3734 0.26
H 1.25888 1.64670 1.45250 -0.0136 -1.0608 -1.6591 0.41
H 1.97793 2.35064 -0.07246 -1.3143 -3.4631 2.8110 0.37
H -0.11970 -2.51411 -0.15416 0.9857 3.8123 1.3500 0.40
N 1.64057 1.38334 0.51930 4.8666 8.2475 0.8840 -0.84
N 0.13054 -1.42852 0.15814 -0.0839 -4.3836 -1.0194 -0.68
O 2.62478 -1.51882 0.06186 -2.1080 0.0164 0.1612 -0.56

=====

Entry 4:
16
Properties=species:S:1:pos:R:3:forces:R:3:nbo_charge:R:1 method="wB97M-V/def2-TZVPD" relative_energy_ev=3.8640 multiplicity=1 homo_lumo_gap_ha=0.2899
C 0.89338 0.33742 -0.93135 -1.3118 1.2442 -0.2532 -0.50
C 2.20173 0.50038 -0.19223 0.4556 0.0199 0.2646 -0.61
C -0.31771 0.87081 -0.06231 4.4149 0.6970 0.7374 0.58
C -0.95439 -0.23848 0.67704 -2.7252 2.4273 -2.6419 -0.25
N -0.41160 -1.24045 1.43752 0.8850 -1.3707 1.4451 -0.81
N -3.19302 -0.57732 -0.37405 -1.7874 1.1604 -3.0077 -0.67
C -2.09823 -0.29816 0.00094 1.2737 -1.7154 3.5470 0.54
O -0.50058 2.07253 0.12265 -0.4996 -1.8621 -0.8507 -0.51
H -1.04139 -1.52892 2.18730 0.4807 0.0143 -0.2910 0.38
H -0.09420 -2.04021 0.89526 -0.1931 0.0202 0.2313 0.36
H -3.71083 0.25766 -0.67094 -1.0242 -0.6573 0.7530 0.42
H 0.73678 -0.69726 -1.24776 -0.1199 0.0658 0.1731 0.20
H 0.86866 0.95931 -1.83161 0.2663 -0.0598 -0.0480 0.22
H 2.26691 -0.18790 0.65572 -0.0194 0.0814 -0.0778 0.21
H 3.04239 0.29389 -0.86256 -0.0756 0.0323 0.1299 0.21
H 2.31210 1.51671 0.19638 -0.0200 -0.0974 -0.1112 0.22

=====

Copy entry 4 word for word.
16
Properties=species:S:1:pos:R:3:forces:R:3:nbo_charge:R:1 method="wB97M-V/def2-TZVPD" relative_energy_ev=3.8640 multiplicity=1 homo_lumo_gap_ha=0.2899
C 0.89338 0.33742 -0.93135 -1.3118 1.2442 -0.2532 -0.50
C 2.20173 0.50038 -0.19223 0.4556 0.0199 0.2646 -0.61
C -0.31771 0.87081 -0.06231 4.4149 0.6970 0.7374 0.58
C -0.95439 -0.23848 0.67704 -2.7252 2.4273 -2.6419 -0.25
N -0.41160 -1.24045 1.43752 0.8850 -1.3707 1.4451 -0.81
N -3.19302 -0.57732 -0.37405 -1.7874 1.1604 -3.0077 -0.67
C -2.09823 -0.29816 0.00094 1.2737 -1.7154 3.5470 0.54
O -0.50058 2.07253 0.12265 -0.4996 -1.8621 -0.8507 -0.51
H -1.04139 -1.52892 2.18730 0.4807 0.0143 -0.2910 0.38
H -0.09420 -2.04021 0.89526 -0.1931 0.0202 0.2313 0.36
H -3.71083 0.25766 -0.67094 -1.0242 -0.6573 0.7530 0.42
H 0.73678 -0.69726 -1.24776 -0.1199 0.0658 0.1731 0.20
H 0.86866 0.95931 -1.83161 0.2663 -0.0598 -0.0480 0.22
H 2.26691 -0.18790 0.65572 -0.0194 0.0814 -0.0778 0.21
H 3.04239 0.29389 -0.86256 -0.0756 0.0323 0.1299 0.21
H 2.31210 1.51671 0.19638 -0.0200 -0.0974 -0.1112 0.22